(1)
16
Properties=species:S:1:pos:R:3:forces:R:3 method="wB97M-V/def2-TZVPD" homo_lumo_gap_ha="0.2775 / 0.2595" relative_energy_kcal_mol=8.0 e_lumo_ev="-0.990 / -1.590" e_homo_ha="-0.3139 / -0.3179" total_charge=0 total_energy_ha=-2037.1652 spin_multiplicity=1 fmax_ev_per_a=4.829
H 0.5720 2.4196 0.2676 0.7 2.8 -0.6
Cl 2.1487 -3.5243 0.8395 0.7 -1.0 0.6
O -0.3940 -0.8281 -1.8088 -0.4 1.0 -1.1
C -1.4427 1.5140 0.4692 -0.7 -0.7 -0.2
O -1.6412 0.6171 -0.6521 -1.2 0.6 0.4
H -1.9431 2.4173 0.1488 -0.1 0.3 0.5
C 0.0342 1.6058 0.5726 1.4 -1.0 2.2
S 0.0913 -1.2550 1.1158 -0.4 -0.5 1.1
H 0.2360 1.3834 1.6056 0.8 0.3 0.4
H 2.0914 -0.1502 -1.2757 -0.5 -2.1 -2.1
Cl -0.6793 -3.8476 -0.5463 -0.8 -0.9 -0.1
N 0.6128 0.5656 -0.2336 -0.7 -1.8 -2.4
N 1.8431 0.4944 -0.6053 -0.7 3.6 3.1
P 0.8152 -2.5479 -0.3085 0.7 1.3 -0.1
H -1.8075 1.0688 1.4434 -0.2 0.4 -1.5
C -0.5369 0.0670 -1.0322 1.5 -2.3 -0.2

***

(2)
38
Properties=species:S:1:pos:R:3:forces:R:3 method="wB97M-V/def2-TZVPD" homo_lumo_gap_ha=0.2620 e_lumo_ev=2.587 e_homo_ha=-0.1669 total_charge=-1 total_energy_ha=-3136.2903 spin_multiplicity=1 fmax_ev_per_a=1.880
I 2.1444 -0.1216 1.7076 0.0 -0.2 0.0
C 1.9860 -1.9714 0.5894 0.2 -0.7 -1.7
H -5.4818 -0.7597 -2.1457 -0.1 0.0 0.0
O -4.0544 -2.9654 -0.5264 -0.4 -0.2 -0.1
N 4.1381 3.1677 0.5081 0.2 0.3 0.1
H 3.3490 -3.4741 -0.2296 -0.2 0.3 -0.2
C 3.3898 -2.4511 0.1561 0.1 0.4 1.2
H -6.5309 -2.2066 -2.2103 0.0 0.1 0.0
H 2.3940 3.4777 -0.5804 0.0 0.1 -0.1
C -6.8894 -0.9537 0.4422 0.3 -0.2 0.4
H 4.0086 -2.5013 1.0682 0.0 0.1 -0.3
N -5.7169 -1.8027 0.4105 -0.3 0.1 -0.2
H -4.8616 -2.2839 -2.7921 0.1 0.0 0.1
H 3.8644 -1.7731 -0.5589 -0.1 -0.2 0.0
H 3.6296 4.7315 -0.8105 0.0 0.0 0.1
C 0.9369 -1.7398 -0.5503 0.1 0.0 0.8
H -7.2120 -0.6809 -0.5575 0.1 0.0 0.0
H -7.7019 -1.4813 0.9489 -0.2 0.2 -0.1
H -2.0509 -1.3463 -0.2577 0.3 0.1 0.1
O 5.4046 3.2878 2.3530 0.1 0.2 0.0
I 1.4879 -2.7274 -2.4348 -0.1 0.3 0.2
H 4.0474 2.1852 0.7264 -0.1 0.0 0.0
C 5.0927 5.3315 1.1544 0.0 0.1 0.0
C 3.4649 3.6671 -0.6743 0.0 -0.5 0.2
H 5.5870 5.4987 0.1961 -0.1 0.1 0.0
H 4.1324 5.8491 1.1719 0.0 0.0 -0.1
Ga -0.9227 -2.4484 0.1013 -0.5 -0.2 -0.5
H -5.3293 -2.1155 1.2854 0.1 0.0 0.0
C -5.0269 -2.2585 -0.6764 0.5 -0.3 0.1
H 5.7197 5.7383 1.9430 0.0 -0.1 0.0
H 3.8369 3.1312 -1.5495 -0.1 0.1 -0.1
H 0.8520 -0.6799 -0.8115 0.3 -0.3 -0.2
H 1.5738 -2.7265 1.2654 0.1 0.5 0.3
C -5.5137 -1.8460 -2.0421 -0.1 0.1 -0.1
C 4.8995 3.8553 1.3964 0.0 -0.4 0.1
H -1.2002 -3.8263 -0.6970 0.1 0.2 0.1
H -0.7873 -2.7346 1.6767 0.1 0.1 0.1
H -6.6596 -0.0450 1.0041 -0.2 0.1 -0.1

***

(3)
42
Properties=species:S:1:pos:R:3:forces:R:3 method="wB97M-V/def2-TZVPD" homo_lumo_gap_ha=0.2844 relative_energy_kcal_mol=393.1 e_lumo_ev=-0.191 e_homo_ha=-0.2914 total_charge=0 total_energy_ha=-1520.8880 spin_multiplicity=1 fmax_ev_per_a=12.564
C -4.9315 -2.5239 0.0972 -8.6 -3.6 -1.1
C 6.2747 1.6719 0.0406 -6.1 -1.4 1.2
N -0.3426 0.8516 0.4877 -0.9 8.6 5.0
H -2.3799 3.6566 0.7293 -0.6 -2.8 -2.4
H -7.1168 0.1247 -0.2157 -0.7 0.7 0.9
O 1.4446 1.2198 -1.4342 -0.4 0.6 6.5
N 1.7079 -0.6750 0.4608 1.2 10.2 2.3
S 1.3001 1.1227 0.1323 -2.1 -7.4 -8.5
H -3.3559 3.6068 -0.8012 0.6 -0.4 0.2
O 6.5566 0.3714 -0.2145 -2.6 -4.9 0.3
H -5.0451 -3.6614 0.2426 -0.5 1.8 -0.4
C 4.0478 -0.2416 0.0358 -3.0 7.2 3.4
H 3.6934 1.1074 0.4389 1.6 -4.2 -1.6
C -3.6934 -0.3887 -0.0354 -5.6 -8.0 1.4
H -7.1337 -2.2080 0.0144 0.6 0.4 -1.2
H 5.6883 2.0595 -0.7990 -0.7 0.4 0.7
C -1.2861 -0.0041 0.0600 1.5 2.3 -0.9
H 2.2518 -2.9155 0.0053 -3.3 -3.2 -0.4
C 5.3610 -0.5533 -0.1113 1.0 3.2 -0.6
H 6.5672 -2.2705 -0.4896 -2.2 0.6 -0.1
C -6.1984 -1.6332 -0.1966 0.7 -6.4 3.5
O -0.7203 -0.9354 -0.4221 -1.8 -4.3 -1.7
C -3.2864 1.6542 -0.2290 -1.0 0.5 3.4
H -2.9437 -2.5445 0.2381 6.6 -3.7 1.1
C -2.6559 2.8830 -0.3051 3.4 7.6 -0.8
C 2.9117 -1.0529 0.3098 5.6 -3.5 -1.7
O 1.7317 1.9962 1.1005 1.3 2.9 2.3
H -5.2176 2.3136 -0.2255 -4.5 5.4 -1.8
H 7.0730 2.1785 0.0490 6.7 3.5 -0.4
H 0.9108 -1.0794 0.3219 -5.4 -3.8 -1.3
C -4.9364 0.3020 -0.0099 -1.1 -3.4 1.1
H 4.5861 -3.6261 -0.3310 2.5 -12.3 -1.1
C 5.4728 -1.8622 -0.3677 5.0 -3.3 -0.6
C 3.0954 -2.4498 0.2264 6.7 4.0 -1.9
C -3.7678 -2.1236 0.0845 0.3 11.9 -1.1
H -0.7341 1.8740 1.1237 1.6 -4.1 -2.6
H -1.6794 2.9652 -1.0214 -2.2 -0.5 1.9
C -2.6865 0.4542 0.0816 1.6 1.0 -1.8
C 4.4487 -2.7502 -0.3202 -5.4 10.4 3.0
H 5.9359 1.8529 1.1136 -0.7 -0.2 -1.4
N -4.7111 1.6100 0.0033 8.7 -5.1 0.1
C -6.2371 -0.3769 0.1325 2.2 3.1 -2.9

***

Please write out number 2 again, unchanged.
38
Properties=species:S:1:pos:R:3:forces:R:3 method="wB97M-V/def2-TZVPD" homo_lumo_gap_ha=0.2620 e_lumo_ev=2.587 e_homo_ha=-0.1669 total_charge=-1 total_energy_ha=-3136.2903 spin_multiplicity=1 fmax_ev_per_a=1.880
I 2.1444 -0.1216 1.7076 0.0 -0.2 0.0
C 1.9860 -1.9714 0.5894 0.2 -0.7 -1.7
H -5.4818 -0.7597 -2.1457 -0.1 0.0 0.0
O -4.0544 -2.9654 -0.5264 -0.4 -0.2 -0.1
N 4.1381 3.1677 0.5081 0.2 0.3 0.1
H 3.3490 -3.4741 -0.2296 -0.2 0.3 -0.2
C 3.3898 -2.4511 0.1561 0.1 0.4 1.2
H -6.5309 -2.2066 -2.2103 0.0 0.1 0.0
H 2.3940 3.4777 -0.5804 0.0 0.1 -0.1
C -6.8894 -0.9537 0.4422 0.3 -0.2 0.4
H 4.0086 -2.5013 1.0682 0.0 0.1 -0.3
N -5.7169 -1.8027 0.4105 -0.3 0.1 -0.2
H -4.8616 -2.2839 -2.7921 0.1 0.0 0.1
H 3.8644 -1.7731 -0.5589 -0.1 -0.2 0.0
H 3.6296 4.7315 -0.8105 0.0 0.0 0.1
C 0.9369 -1.7398 -0.5503 0.1 0.0 0.8
H -7.2120 -0.6809 -0.5575 0.1 0.0 0.0
H -7.7019 -1.4813 0.9489 -0.2 0.2 -0.1
H -2.0509 -1.3463 -0.2577 0.3 0.1 0.1
O 5.4046 3.2878 2.3530 0.1 0.2 0.0
I 1.4879 -2.7274 -2.4348 -0.1 0.3 0.2
H 4.0474 2.1852 0.7264 -0.1 0.0 0.0
C 5.0927 5.3315 1.1544 0.0 0.1 0.0
C 3.4649 3.6671 -0.6743 0.0 -0.5 0.2
H 5.5870 5.4987 0.1961 -0.1 0.1 0.0
H 4.1324 5.8491 1.1719 0.0 0.0 -0.1
Ga -0.9227 -2.4484 0.1013 -0.5 -0.2 -0.5
H -5.3293 -2.1155 1.2854 0.1 0.0 0.0
C -5.0269 -2.2585 -0.6764 0.5 -0.3 0.1
H 5.7197 5.7383 1.9430 0.0 -0.1 0.0
H 3.8369 3.1312 -1.5495 -0.1 0.1 -0.1
H 0.8520 -0.6799 -0.8115 0.3 -0.3 -0.2
H 1.5738 -2.7265 1.2654 0.1 0.5 0.3
C -5.5137 -1.8460 -2.0421 -0.1 0.1 -0.1
C 4.8995 3.8553 1.3964 0.0 -0.4 0.1
H -1.2002 -3.8263 -0.6970 0.1 0.2 0.1
H -0.7873 -2.7346 1.6767 0.1 0.1 0.1
H -6.6596 -0.0450 1.0041 -0.2 0.1 -0.1